Here is a gas-phase ion, C5H5N2O2 (charge -1) from OMol25. Energies are from ωB97M-V/def2-TZVPD.

Each line ends with the natural charge from an NBO analysis.
Atoms and positions in Å:
O -0.2190 -1.8534 -0.1490  -0.621
O 3.7621 0.5630 0.2224  -0.509
N -2.4449 -0.0142 -0.1017  -0.548
N -1.4830 0.6777 -1.0071  -0.595
C 0.3164 -0.7753 0.0505  0.595
C -1.4922 0.8777 0.4652  -0.176
C 2.6841 0.2446 -0.1898  0.725
C -0.1806 0.2674 1.0359  -0.576
C 1.5869 -0.3542 -0.5590  -0.646
H -0.4628 -0.1211 1.9982  0.207
H 1.5154 -1.0085 -1.4447  0.299
H -2.1880 -1.0870 -0.1605  0.328
H -1.8706 1.4914 -1.2973  0.322
H 0.4762 1.0920 1.1370  0.194

Calculated values
- HOMO (alpha / beta) (eV) = -1.7664 / -1.7671
- LUMO energy (alpha / beta) (Eh) = 0.125 / 0.125
- largest force on an atom (eV/Å) = 4.22
- energy relative to the best compared isomer or geometry (same formula, charge and spin) (kJ/mol) = 359.7
- net charge = -1
- molecular weight (g/mol) = 125.107

Here is a molecular structure, C25H35N3O4PRuS2 from OMol25. Energies are from ωB97M-V/def2-TZVPD.

Each line ends with the Mulliken charge.
Atoms and positions in Å:
Ru -0.1856 -0.0383 -0.1299  0.319
S 1.0533 -3.2180 -0.6106  -0.282
S -0.0879 -1.0757 -2.8115  -0.429
P 0.4506 -3.0091 -2.9090  0.380
O -0.4187 1.6896 1.5463  -0.431
O 1.5830 0.7102 -0.6896  -0.395
O -0.3013 -3.6099 -4.3175  -0.459
O 1.9517 -3.0562 -3.5365  -0.232
N -2.2395 -0.7971 0.3504  1.878
N 0.6732 -1.0534 1.4468  0.719
N -1.1669 1.6122 -1.1742  0.618
C -1.7170 -3.7006 -4.2719  -0.053
C -1.3794 -0.9099 2.7667  -0.336
C 0.0549 3.4022 -0.0416  0.811
C 2.6647 -4.2865 -3.5478  -0.309
C -2.1388 1.3423 -2.2357  -1.365
C -0.1901 -1.7809 2.3739  -1.432
C 2.7332 0.5242 -0.1151  0.519
C 0.1069 2.8162 1.2662  0.126
C 1.8920 -0.8836 1.8027  -0.547
C 1.3343 4.8098 1.9937  -0.362
C 4.2305 -0.2640 1.6426  -0.799
C 2.9371 -0.1929 1.0884  0.639
C 0.7725 3.5922 2.2708  -0.656
C -3.2637 0.0837 -0.2759  -1.529
C 5.3193 0.3158 1.0437  -0.750
C 1.2648 5.3777 0.7044  -0.741
C -3.1397 0.2642 -1.7860  0.182
C -2.2080 -4.8800 -3.4455  -1.045
C 2.4813 -5.0554 -4.8426  -0.961
C -2.5624 -0.8982 1.8078  -1.176
C 5.1209 1.0018 -0.1690  -0.357
C -0.7090 2.8086 -1.1067  -0.664
C 0.6159 4.6711 -0.2763  -0.585
C 3.8747 1.0998 -0.7289  -0.782
C -2.3798 -2.1566 -0.2313  -1.125
H 4.3545 -0.8092 2.5743  0.328
H 1.4555 -5.4031 -4.9512  0.180
H -2.0490 -2.1645 -1.2643  -0.225
H -2.0513 -3.8023 -5.3062  0.340
H 1.8387 5.3535 2.7859  0.363
H 1.7074 6.3430 0.4968  0.384
H -1.8583 -5.8223 -3.8729  0.322
H -2.6760 2.2642 -2.4762  0.578
H -2.1385 -2.7648 -3.8871  -0.010
H 0.3773 -2.0401 3.2712  0.506
H 6.3028 0.2449 1.4893  0.380
H 3.7110 1.6230 -1.6625  0.439
H -4.1314 0.5375 -2.1529  0.451
H 0.8283 3.1606 3.2633  0.389
H 2.2022 -1.3246 2.7527  0.065
H 3.1606 -5.9126 -4.8615  0.394
H -2.8807 -0.6831 -2.2580  -0.459
H 2.7092 -4.4084 -5.6917  0.246
H -1.7498 -2.8551 0.3073  0.354
H 5.9669 1.4592 -0.6712  0.379
H -1.6299 1.0063 -3.1388  0.373
H -3.1664 -1.8029 1.9382  0.392
H -1.8290 -4.8128 -2.4235  0.219
H -0.4860 -2.7185 1.9000  0.221
H -1.0081 0.1090 2.8750  0.114
H -3.4302 -2.4759 -0.1621  0.282
H 0.5349 5.0885 -1.2770  0.307
H -3.1963 -0.0521 2.0760  0.457
H -1.7615 -1.2350 3.7388  0.521
H -3.2003 1.0486 0.2277  0.552
H 2.3697 -4.8936 -2.6836  0.264
H -4.2462 -0.3530 -0.0524  0.596
H -3.3008 -4.8954 -3.4105  0.380
H 3.7128 -4.0188 -3.4127  0.327
H -0.9740 3.4977 -1.9175  0.200

Calculated values
- multiplicity = 5
- expectation value of S² = 6.028
- HOMO (alpha / beta) (eV) = -2.9677 / -4.0941
- LUMO energy (alpha / beta) (Eh) = 0.106 / 0.069
- largest force on an atom (eV/Å) = 0.66
- energy relative to the best compared isomer or geometry (same formula, charge and spin) (kJ/mol) = 267.3
- net charge = -1
- molecular weight (g/mol) = 637.750

Here is 2 unconnected molecules or ions with the total composition C4H12OS2 from OMol25. Energies are from ωB97M-V/def2-TZVPD.

Each line ends with the natural charge from an NBO analysis.
Atoms and positions in Å:
S 0.3965 -1.0188 -1.6842  0.171
S 1.4543 0.3011 1.0329  0.173
O -3.2895 0.0830 -0.5360  -0.945
C -0.5508 0.5752 2.7975  -0.613
C 1.5079 0.0065 -2.7262  -0.746
C 1.4557 -1.1147 -0.1842  -0.665
C -0.2756 0.6799 1.3296  -0.547
H -2.9083 -0.7770 -0.8249  0.474
H 2.3522 -0.5009 -3.2224  0.216
H 2.4789 -1.2745 -0.5755  0.236
H 1.9027 0.8497 -2.1347  0.228
H -1.6233 0.7764 2.9586  0.214
H 1.1364 -2.0499 0.3147  0.225
H 0.0337 1.2191 3.4760  0.210
H -0.3485 -0.4789 3.0516  0.210
H -0.9835 -0.0378 0.8722  0.239
H -0.4381 1.6646 0.8505  0.220
H -3.1333 0.6906 -1.2940  0.473
H 0.8328 0.4063 -3.5015  0.227

Calculated values
- HOMO (eV) = -8.5712
- LUMO energy (Eh) = 0.021
- largest force on an atom (eV/Å) = 1.70
- energy relative to the best compared isomer or geometry (same formula, charge and spin) (kJ/mol) = 69.6
- net charge = 0
- structure (SMILES) = CCSCSC.O
- molecular weight (g/mol) = 140.273

Here is C5H6N2O2 in the gas phase from OMol25. Energies are from ωB97M-V/def2-TZVPD.

Each line ends with the natural charge from an NBO analysis.
Atoms and positions in Å:
O 0.9746 -1.3227 1.2100  -0.540
O 0.4053 -0.0658 -1.6270  -0.421
N -0.5922 0.1657 0.4920  -0.676
N 0.7163 1.8704 -0.5822  -0.456
C -0.1358 -0.9730 1.2266  0.680
C 1.1517 0.8127 -2.5404  0.030
C 0.1727 0.6908 -0.5505  0.644
C 1.3625 1.9268 -1.7984  -0.093
C -1.1704 -1.4971 2.1039  -0.741
H -1.5681 0.2949 0.6055  0.406
H 1.4030 0.4283 -3.5258  0.225
H -2.1586 -2.0922 1.5867  0.235
H 1.8045 2.7609 -2.2489  0.211
H -1.6126 -0.7935 2.8593  0.247
H -0.7530 -2.2062 2.7892  0.248

Calculated values
- HOMO (eV) = -9.4859
- LUMO energy (Eh) = 0.028
- largest force on an atom (eV/Å) = 5.17
- energy relative to the best compared isomer or geometry (same formula, charge and spin) (kJ/mol) = 127.5
- net charge = 0
- structure (SMILES) = CC(=O)Nc1ncco1
- molecular weight (g/mol) = 126.115

Here is a molecular structure, C27H53Br3F6N6O10 from OMol25. Energies are from ωB97M-V/def2-TZVPD.

Each line ends with the Mulliken charge.
Atoms and positions in Å:
Br -1.2109 -1.9495 -7.4394  -0.076
Br -1.3270 -3.9090 -4.9695  -0.046
Br -1.8651 -0.8459 -4.5450  0.115
F 6.8375 -0.8315 -1.4756  -0.262
F 3.3414 -0.3632 -2.0189  -0.244
F 7.3368 0.4864 0.2409  -0.229
F 5.3182 -0.2239 -0.1233  -0.239
F 2.6135 -0.8154 -3.9987  -0.268
F 2.5328 1.2125 -3.2427  -0.230
O 0.2360 0.5810 -2.0266  0.225
O 0.7671 -1.5913 -2.2206  -0.465
O -3.4916 -2.4893 4.1205  -0.645
O -3.4920 -2.0001 -1.9253  -0.549
O -0.7074 2.9389 4.8456  -0.664
O 7.5397 -2.7096 0.1993  -0.179
O 4.0785 2.4637 0.9955  -0.716
O -5.7546 2.5915 -2.6705  -0.706
O -1.5686 3.5220 -0.6585  -0.527
O 6.6724 -1.6013 1.9263  -0.531
N -1.0911 4.4742 -2.6500  -0.057
N -4.8892 0.5001 -2.8289  0.181
N 0.0870 0.9531 5.6236  -0.171
N 4.0833 4.0714 -0.5535  -0.153
N -1.7842 -3.3316 5.4176  -0.145
N -3.9349 -4.2206 -1.5728  -0.184
C 0.6999 1.7443 3.3766  -0.414
C 8.5493 -4.8746 -0.0232  -1.038
C 6.8988 -1.7027 0.7622  0.286
C -1.0952 3.2703 -3.4338  -0.600
C -1.2982 -1.7280 3.6741  -0.397
C -1.4975 5.9069 -0.6873  -1.385
C 1.0283 -0.4287 -2.3328  0.268
C 3.4629 5.0195 -1.4613  -0.780
C -3.5389 -2.9852 -1.2033  0.409
C -0.9074 0.4436 -1.1898  1.137
C 3.4565 3.1343 0.1718  0.264
C -0.5877 0.8313 6.8846  -0.972
C -0.8045 -2.1187 -5.5014  -0.385
C -4.8822 1.6511 -0.6873  -0.485
C 1.9758 2.8017 -0.0248  0.241
C 2.4012 -0.0718 -2.9125  0.692
C -0.6708 0.2475 0.3074  -0.567
C -2.3301 -2.5216 4.4722  0.406
C 6.6167 -0.5284 -0.1972  0.952
C -5.2578 1.6028 -2.1425  0.786
C -1.3272 4.5203 -1.3328  0.695
C -4.4750 -4.4835 -2.8984  -0.850
C 8.0165 -3.8533 0.9517  -0.317
C -2.6073 -4.1786 6.2342  -0.903
C -0.0145 1.9388 4.7142  0.503
C -3.0020 -2.8936 0.2321  -1.047
C -5.2643 0.3118 -4.2100  -0.949
H -0.6232 6.5480 -0.7960  0.360
H -4.3496 -3.5960 -3.5209  0.211
H 9.2431 -4.5135 -0.7762  0.300
H -0.0637 2.9131 -3.5601  0.179
H -4.3934 -0.2369 -2.3459  0.100
H -1.7299 5.6383 0.3397  0.335
H 4.1610 5.2502 -2.2653  0.343
H -5.5507 -4.6447 -2.8879  0.277
H -1.5837 1.2900 -1.3105  -0.678
H -0.3117 -0.7745 0.4731  0.287
H 8.7365 -3.4951 1.6879  0.315
H -1.7080 2.4399 -3.1073  -0.019
H -5.7977 1.0953 -4.7321  0.362
H 1.1944 3.0871 0.6750  0.319
H -1.3899 -2.0650 2.6439  -0.047
H -1.5774 -0.6708 3.7412  0.133
H 7.9304 -5.6831 -0.4011  0.320
H -0.0557 1.1123 7.7929  0.320
H -2.3527 6.4504 -1.0907  0.369
H 2.5612 4.6375 -1.9319  0.221
H 0.1937 0.8597 0.5607  -0.425
H 5.0424 4.2474 -0.3052  0.293
H -0.7856 -3.2562 5.3884  0.243
H -1.6326 -0.3011 -1.5419  -0.291
H 0.6938 0.2029 5.3403  0.251
H -2.8051 -5.1452 5.7524  0.309
H -3.8407 1.3239 -0.6061  -0.256
H -5.4980 0.9815 -0.0846  0.358
H -3.8444 -5.2199 -3.3902  0.355
H 3.1656 5.9511 -0.9720  0.281
H -4.3551 0.1287 -4.7924  0.195
H 7.1357 -4.1651 1.5213  0.316
H 1.4123 0.9174 3.4417  0.255
H -2.1342 -3.5157 0.4519  0.437
H 9.1928 -5.4155 0.6942  0.319
H 1.6327 3.2710 -0.9504  -0.181
H 1.9871 1.7262 -0.1781  -0.250
H -3.6139 -3.8332 6.4563  0.305
H 0.2510 -1.9532 -5.3360  0.326
H -1.2959 3.5366 -4.4751  0.450
H -0.1135 1.5649 2.6789  -0.099
H -0.2573 -1.6459 3.9981  0.406
H -1.5034 0.3928 0.9884  0.640
H -3.6001 -4.9755 -1.0025  0.253
H 1.2555 2.6263 3.0752  0.377
H -2.8138 -1.8505 0.4746  0.074
H -4.9478 2.6600 -0.2978  0.282
H -2.1251 -4.4660 7.1682  0.337
H -3.7580 -3.2021 0.9627  0.485
H -0.8600 -0.2185 7.0439  0.297
H -1.5684 1.3046 6.8457  0.336
H -5.7664 -0.6409 -4.4057  0.293
H -1.0557 5.3590 -3.1249  0.237

Calculated values
- HOMO (eV) = -8.9653
- LUMO energy (Eh) = 0.001
- largest force on an atom (eV/Å) = 3.35
- net charge = 0
- molecular weight (g/mol) = 975.453

Here is 2 unconnected molecules or ions with the total composition C43H24F15O2Si from OMol25. Energies are from ωB97M-V/def2-TZVPD.

Each line ends with the Mulliken charge.
Atoms and positions in Å:
Si 3.1504 -1.4195 -0.2798  -0.479
F 1.3449 -4.9266 -3.7284  -0.284
F 4.3434 -4.0528 0.7506  -0.324
F 1.5496 -2.4194 -2.7331  -0.276
F 5.3208 -2.4848 -2.2986  -0.281
F 3.4056 -1.7144 5.7472  -0.279
F 5.6828 -1.4764 1.6080  -0.354
F 2.5679 -7.0357 -2.4409  -0.277
F 4.3138 1.2628 0.4259  -0.410
F 6.4765 2.5670 -0.5644  -0.293
F 4.0092 -6.5572 -0.1374  -0.279
F 7.9819 1.4133 -2.5744  -0.279
F 0.9775 -2.0021 1.6939  -0.329
F 5.7451 -1.5816 4.3058  -0.276
F 7.3660 -1.1274 -3.4224  -0.279
F 1.0082 -1.9403 4.3987  -0.288
O -1.4359 8.2223 -4.2136  -0.444
O 1.7581 -0.4745 -0.4977  -0.343
C -1.4048 9.5524 -3.7741  0.257
C 1.4434 0.5810 -1.2207  0.786
C 2.0191 -4.7239 -2.5780  -0.063
C -3.2273 7.2378 -2.8335  -0.497
C 4.5028 -1.5045 2.2800  0.561
C 3.3720 -1.6655 4.4023  0.559
C -2.4955 11.4532 -2.8019  -0.562
C 4.6492 -0.5912 -1.0152  0.490
C 2.1479 -3.4377 -2.0574  0.416
C 1.4662 2.1367 -2.9861  -0.903
C 5.4999 -1.1797 -1.9550  0.373
C -1.4128 5.2610 -2.1277  -1.079
C -3.5978 6.2459 -1.9338  -0.894
C 2.1497 -1.7359 2.3304  0.327
C 3.5112 -4.2439 -0.3080  0.414
C -1.2497 11.9946 -2.4756  -0.492
C -1.9364 7.2242 -3.3818  0.792
C -5.6103 4.1502 -0.9396  -0.746
C -3.1109 3.8803 -1.0673  -0.202
C -4.4272 2.7450 0.6715  -0.756
C -0.0770 11.3389 -2.8672  -0.336
C 5.0308 0.6806 -0.5785  0.553
C 6.1424 1.3615 -1.0672  0.096
C 3.3014 -1.5397 1.5697  0.075
C 2.9009 -3.1468 -0.9200  -0.089
C -1.0387 6.1966 -3.0571  -0.023
C -5.6067 2.5515 1.3654  -0.639
C -2.7620 5.1032 -1.7122  0.303
C -0.1432 10.1263 -3.5549  -0.432
C 0.9280 2.8228 -1.7095  0.094
C 4.5565 -1.5713 3.6710  0.061
C 1.4599 0.7146 -2.5896  -0.872
C 6.9207 0.7666 -2.0609  0.648
C 2.1594 -1.7634 3.7228  0.087
C 6.5977 -0.5191 -2.4976  -0.037
C -4.3758 3.5923 -0.4762  0.438
C 0.9987 1.8481 -0.5392  -0.685
C -8.0626 2.9344 1.7207  -1.419
C -6.7897 3.1928 0.9664  0.977
C -6.7662 4.0161 -0.1752  -0.616
C 2.6364 -5.7933 -1.9268  0.669
C -2.5867 10.2373 -3.4854  -0.287
C 3.3801 -5.5491 -0.7716  0.029
H 0.8461 2.3595 -3.8671  0.364
H -7.6772 4.5467 -0.4618  0.327
H 1.6863 2.1671 0.2542  0.184
H -1.1946 12.9275 -1.9127  0.379
H 1.6875 -0.0951 -3.2679  0.484
H -2.3153 3.1462 -0.9200  0.484
H -8.4283 1.9136 1.5220  0.315
H 0.8999 11.7633 -2.6286  0.361
H -7.9341 3.0127 2.8102  0.370
H -3.9269 8.0316 -3.0864  0.123
H 0.0002 1.7183 -0.0825  0.070
H -5.6346 1.8984 2.2421  0.407
H -0.6444 4.6486 -1.6662  0.664
H -3.5435 9.7961 -3.7635  0.636
H 1.4243 3.7760 -1.5109  0.803
H -0.1318 2.9920 -1.8930  -0.509
H 0.7565 9.5883 -3.8643  0.404
H -3.4937 2.2929 1.0212  0.399
H -0.0402 6.2153 -3.4864  0.517
H -4.5162 6.3608 -1.3589  0.842
H -3.4224 11.9534 -2.5232  0.371
H 2.4768 2.5188 -3.2180  0.225
H -8.8495 3.6382 1.4260  0.362
H -5.6314 4.7003 -1.8833  0.816

Calculated values
- HOMO (eV) = -10.5856
- LUMO energy (Eh) = -0.204
- largest force on an atom (eV/Å) = 3.18
- net charge = +1
- molecular weight (g/mol) = 885.719